This record from the Open Molecules 2025 dataset describes C9H7Cl2MnN3O4S3 as an isolated structure in a non-equilibrium geometry. The level of theory is ωB97M-V/def2-TZVPD.

The geometry in ORCA input format:
```
! wB97M-V def2-TZVPD RIJCOSX def2/J DEFGRID3
* xyz -2 6
Mn -3.3605 -1.9211 2.4176
Cl -3.4562 -4.7318 2.2989
Cl -1.4402 -3.2421 0.9315
S -1.2797 0.1061 0.9788
S 0.7835 -1.1415 -0.8990
S 3.0555 -0.8154 -2.7747
O -5.1346 -3.2013 3.6939
O -6.0544 -4.0609 5.4543
O -3.8465 -0.3309 2.8686
O -6.9986 -4.2890 3.5226
N 0.6766 1.3507 -0.4058
N -6.0834 -3.8307 4.2335
N 1.7280 1.1221 -1.2972
C 0.0478 0.2519 -0.0700
C 2.4299 2.3013 -1.6715
C 2.5300 4.7116 -1.6399
C 1.9467 -0.1479 -1.6942
C 3.6364 2.2779 -2.3694
C 4.2697 3.4688 -2.6977
C 3.7272 4.6928 -2.3430
C 1.8838 3.5355 -1.3023
C -2.0333 -4.8838 1.2588
H 5.2062 3.4256 -3.2415
H -2.3162 -5.3539 0.3241
H 4.2284 5.6167 -2.6053
H 0.9582 3.5459 -0.7505
H 2.0866 5.6548 -1.3442
H -1.2632 -5.4457 1.7747
H 4.0725 1.3344 -2.6509
*
```

Summary:
Energy relative to the best compared isomer or geometry (same formula, charge and spin) in kJ/mol: 227.79
Lowest unoccupied orbital energy (alpha / beta) in eV: 4.13 / 4.13
HOMO level (alpha / beta) in eV: -1.11 / -1.75

In elementary charge units, the natural (NBO) charges are: number 1, Mn, carries 1.24; number 2, Cl, carries 0.03; number 3, Cl, carries 0.00; number 4, S, carries -0.28; number 5, S, carries 0.36; number 6, S, carries -0.33; number 7, O, carries -0.61; number 8, O, carries -0.54; number 9, O, carries -1.31; number 10, O, carries -0.55; number 11, N, carries -0.40; number 12, N, carries 0.72; number 13, N, carries -0.27; number 14, C, carries -0.13; number 15, C, carries 0.24; number 16, C, carries -0.22; number 17, C, carries -0.10; number 18, C, carries -0.27; number 19, C, carries -0.22; number 20, C, carries -0.25; number 21, C, carries -0.24; number 22, C, carries -0.42; number 23, H, carries 0.20; number 24, H, carries 0.21; number 25, H, carries 0.20; number 26, H, carries 0.26; number 27, H, carries 0.20; number 28, H, carries 0.21; number 29, H, carries 0.26

---

This record from the Open Molecules 2025 dataset describes one molecule with the formula C9H7Cl2N in a non-equilibrium geometry. The level of theory is ωB97M-V/def2-TZVPD.

The geometry in ORCA input format:
```
! wB97M-V def2-TZVPD RIJCOSX def2/J DEFGRID3
* xyz 0 1
Cl -2.9675 -1.6484 0.9130
Cl 2.4756 -2.5082 0.1307
N -1.6843 -1.3572 -1.6272
C 0.4343 0.9012 -0.6096
C -2.1881 -0.6020 -0.4094
C -0.9335 1.5296 -0.2814
C 0.6134 -0.6442 -0.7911
C 1.8392 0.0529 1.1378
C 1.2780 -1.2083 0.5387
C -0.7860 -0.9945 -0.8079
C 1.3470 1.1912 0.6217
C -2.1325 0.9053 -0.1178
H 0.9974 -1.2523 -1.7064
H 2.5107 -0.0600 1.9095
H -3.0064 1.2021 0.3484
H 1.6609 2.0807 1.0395
H 0.5331 -1.6766 1.2341
H -0.8970 2.6081 -0.0505
H 0.9059 1.4808 -1.4718
*
```

Summary:
SMILES string: Cl[C@H]1C=C[C@@H]2C=C[C@@]3(Cl)N=C3[C@@H]21
Lowest unoccupied orbital energy in eV: 0.43
HOMO level in eV: -9.03

In elementary charge units, the natural (NBO) charges are: number 1, Cl, carries -0.10; number 2, Cl, carries -0.06; number 3, N, carries -0.30; number 4, C, carries -0.27; number 5, C, carries 0.01; number 6, C, carries -0.17; number 7, C, carries -0.32; number 8, C, carries -0.20; number 9, C, carries -0.20; number 10, C, carries 0.29; number 11, C, carries -0.15; number 12, C, carries -0.21; number 13, H, carries 0.28; number 14, H, carries 0.22; number 15, H, carries 0.23; number 16, H, carries 0.22; number 17, H, carries 0.24; number 18, H, carries 0.22; number 19, H, carries 0.25

---

Repeat the second record exactly.
This record from the Open Molecules 2025 dataset describes one molecule with the formula C9H7Cl2N in a non-equilibrium geometry. The level of theory is ωB97M-V/def2-TZVPD.

The geometry in ORCA input format:
```
! wB97M-V def2-TZVPD RIJCOSX def2/J DEFGRID3
* xyz 0 1
Cl -2.9675 -1.6484 0.9130
Cl 2.4756 -2.5082 0.1307
N -1.6843 -1.3572 -1.6272
C 0.4343 0.9012 -0.6096
C -2.1881 -0.6020 -0.4094
C -0.9335 1.5296 -0.2814
C 0.6134 -0.6442 -0.7911
C 1.8392 0.0529 1.1378
C 1.2780 -1.2083 0.5387
C -0.7860 -0.9945 -0.8079
C 1.3470 1.1912 0.6217
C -2.1325 0.9053 -0.1178
H 0.9974 -1.2523 -1.7064
H 2.5107 -0.0600 1.9095
H -3.0064 1.2021 0.3484
H 1.6609 2.0807 1.0395
H 0.5331 -1.6766 1.2341
H -0.8970 2.6081 -0.0505
H 0.9059 1.4808 -1.4718
*
```

Summary:
SMILES string: Cl[C@H]1C=C[C@@H]2C=C[C@@]3(Cl)N=C3[C@@H]21
Lowest unoccupied orbital energy in eV: 0.43
HOMO level in eV: -9.03

In elementary charge units, the natural (NBO) charges are: number 1, Cl, carries -0.10; number 2, Cl, carries -0.06; number 3, N, carries -0.30; number 4, C, carries -0.27; number 5, C, carries 0.01; number 6, C, carries -0.17; number 7, C, carries -0.32; number 8, C, carries -0.20; number 9, C, carries -0.20; number 10, C, carries 0.29; number 11, C, carries -0.15; number 12, C, carries -0.21; number 13, H, carries 0.28; number 14, H, carries 0.22; number 15, H, carries 0.23; number 16, H, carries 0.22; number 17, H, carries 0.24; number 18, H, carries 0.22; number 19, H, carries 0.25

---

Question: Number 2 is which compound?
Answer: C9H7Cl2N